Here is an isolated molecule of C17H24N2O3S from the OMol25 dataset. Energies are from wB97M-V/def2-TZVPD.

Geometry as ORCA input:
```
! RIJCOSX wB97M-V def2-TZVPD def2/J DEFGRID3
* xyz 0 1
N 0.191 2.511 3.438
C 1.169 1.951 3.241
C 2.395 1.262 2.952
H 3.086 1.978 2.500
H 2.827 0.897 3.887
C 2.146 0.067 2.007
N 1.437 0.438 0.809
S -0.108 -0.189 0.600
O -0.194 -0.825 -0.680
O -0.435 -0.958 1.767
C -1.129 1.314 0.605
C -2.611 0.972 0.718
O -3.161 0.556 -0.505
C -3.225 -0.769 -0.859
C -2.923 -1.851 -0.043
C -3.076 -3.137 -0.534
C -3.532 -3.362 -1.819
C -3.837 -2.281 -2.630
C -3.686 -0.995 -2.155
H -3.917 -0.141 -2.772
H -4.191 -2.441 -3.638
H -3.645 -4.370 -2.189
H -2.829 -3.972 0.106
H -2.541 -1.720 0.955
H -3.163 1.881 0.984
H -2.750 0.235 1.514
H -0.923 1.843 -0.320
H -0.804 1.887 1.468
C 2.152 0.701 -0.431
C 2.902 -0.519 -0.976
C 3.498 -0.190 -2.341
C 4.429 1.016 -2.248
C 3.686 2.223 -1.683
C 3.099 1.895 -0.312
H 2.558 2.756 0.086
H 3.916 1.649 0.371
H 4.365 3.074 -1.598
H 2.880 2.504 -2.364
H 4.826 1.256 -3.236
H 5.274 0.774 -1.598
H 4.046 -1.054 -2.720
H 2.689 0.027 -3.041
H 2.199 -1.348 -1.058
H 3.703 -0.806 -0.292
H 1.363 0.950 -1.147
H 1.522 -0.666 2.524
H 3.107 -0.398 1.769
*
```

Values from the calculation:
HOMO ... -0.3013 Eh
Energy above the lowest of the compared OMol25 structures with the same formula, charge and spin ... 223.8 kJ/mol
Orbital gap ... 0.32271 hartree
SMILES ... N#CCCN(C1CCCCC1)S(=O)(=O)CCOc1ccccc1
LUMO ... 0.58 eV
Molecular weight ... 336.46 g mol⁻¹

Results of the Mulliken charge analysis, in e, for atoms 1 through 2: -0.56 0.42